17
Properties=species:S:1:pos:R:3:forces:R:3:nbo_charge:R:1 method="wB97M-V/def2-TZVPD" homo_lumo_gap_ev=9.9892 e_lumo_ev=0.92 relative_energy_kcal_mol=65.5
O 2.06026 -0.87698 1.12461 -0.3 0.1 0.0 -0.71
C 1.45659 -0.53587 -0.09354 -1.0 3.2 -0.1 0.11
C 1.13485 1.29009 -0.25276 -0.6 -2.8 0.5 -0.25
C -0.09984 1.81278 -0.31939 -1.5 -2.2 0.7 -0.21
C -1.50964 0.90106 0.06840 2.6 1.2 -0.9 -0.44
C -1.34227 -0.61127 0.18999 2.8 -0.9 -1.0 -0.40
C 0.20640 -1.31846 -0.43054 -2.4 1.5 0.8 -0.44
H 1.37053 -1.15125 1.74334 0.1 0.2 -0.1 0.47
H 2.25146 -0.50668 -0.84207 -0.3 -0.7 0.0 0.18
H 2.16680 1.67103 -0.30418 -1.0 0.6 -0.2 0.21
H -0.52628 2.81564 -0.50543 1.2 -0.3 0.1 0.21
H -2.25259 1.18887 -0.69368 0.3 -0.1 0.4 0.21
H -1.74519 1.39804 1.02170 -0.3 -0.4 -0.3 0.22
H -1.38275 -0.95790 1.23456 -0.1 0.2 -0.4 0.20
H -2.02873 -1.19980 -0.42921 -0.2 0.4 0.4 0.21
H 0.09504 -2.28890 0.06884 0.7 0.1 -0.3 0.21
H 0.12339 -1.42961 -1.52260 -0.2 0.1 0.5 0.22



53
Properties=species:S:1:pos:R:3:forces:R:3:nbo_charge:R:1 method="wB97M-V/def2-TZVPD" homo_lumo_gap_ev=7.5591 charge=-1 e_lumo_ev=2.21
C 3.08164 0.45488 -0.26156 -0.1 -0.2 0.8 -0.27
C 1.94356 0.28277 0.13146 -0.9 -0.1 -0.1 -0.49
Ta -0.22254 -0.19120 0.58703 -2.6 -2.4 -0.2 2.00
C -0.48200 -1.04401 -1.52060 0.2 1.3 0.2 -0.57
O 0.76632 -1.02131 -2.22326 -0.2 -0.8 0.3 -0.57
C 1.00848 -2.16506 -3.01278 0.7 0.4 -0.8 -0.05
C 2.53447 -2.24356 -3.18890 -0.9 0.5 0.5 -0.62
C 0.59256 -2.15213 1.48482 0.9 0.5 -0.3 -1.31
B 0.50271 -3.36900 0.52310 -1.0 0.2 0.1 1.12
O 1.56888 -3.87742 -0.20757 -0.3 0.2 0.4 -0.91
O -0.73692 -4.05449 0.37342 0.8 0.2 0.3 -0.93
C -0.96716 1.83004 -0.23007 0.5 -0.3 -0.2 -1.00
C -0.09071 2.51455 -1.29548 -0.2 1.3 0.7 -0.21
C 0.13537 4.01666 -0.97634 0.1 -0.5 -1.2 -0.64
I -1.07838 2.48634 -3.26620 0.1 -0.2 0.1 -0.05
N -2.13137 -0.80952 1.24836 3.0 0.5 -2.3 -0.70
C -3.12866 -0.62525 0.49007 -1.1 1.0 0.8 0.39
C -4.03571 0.58232 0.76349 0.1 -0.5 -0.9 -0.69
C -3.60388 -1.53211 -0.62598 0.7 -0.9 0.7 -0.71
S 0.16842 0.86777 2.97755 -1.4 -1.9 1.3 1.59
O -1.17416 1.16358 3.51528 0.7 1.1 -0.7 -0.95
O 0.83376 -0.10032 3.86867 0.7 1.0 -0.6 -0.95
C 1.12285 2.47788 3.05024 0.7 0.0 1.2 0.37
F 0.65138 3.38599 2.20081 -0.5 0.1 -0.9 -0.31
F 0.91152 2.98614 4.27792 -0.1 -0.1 0.5 -0.32
C 2.68431 2.40653 2.86187 -0.6 0.9 0.6 0.92
F 3.19082 1.21664 2.96730 0.3 -1.3 -0.3 -0.28
F 3.27489 3.14598 3.80662 0.2 0.5 0.7 -0.33
F 3.02585 2.97355 1.72275 0.2 0.0 -1.1 -0.31
H 4.14205 0.50975 -0.33316 0.0 0.2 -0.4 0.21
H -1.13241 -0.32719 -2.05779 -0.2 -0.2 0.2 0.19
H -1.00052 -2.00610 -1.57845 0.3 -0.2 0.2 0.20
H 0.55821 -2.01585 -4.00850 -0.2 -0.2 0.1 0.15
H 0.59546 -3.07257 -2.56783 0.0 0.0 0.1 0.18
H 2.84513 -1.24974 -3.51839 0.2 -0.2 -0.2 0.21
H 2.83319 -3.01509 -3.89491 0.1 0.0 0.1 0.20
H 2.96097 -2.37531 -2.19432 0.2 -0.3 -0.1 0.21
H 1.64703 -1.98852 1.75454 -0.2 0.1 0.0 0.25
H 0.04852 -2.31918 2.41817 -0.2 0.0 -0.2 0.28
H 2.33426 -3.34934 0.03636 0.2 0.0 -0.2 0.49
H -0.57229 -4.94398 0.69841 -0.2 -0.3 -0.4 0.48
H -1.91704 1.58595 -0.72049 0.0 -0.3 0.3 0.23
H -1.24720 2.54501 0.55227 0.2 0.0 -0.1 0.25
H 0.88367 2.07117 -1.48041 -0.2 -0.3 -0.2 0.23
H 0.44132 4.50472 -1.90720 0.1 0.1 0.2 0.21
H 0.95180 4.14679 -0.26654 -0.3 -0.1 0.3 0.23
H -0.79848 4.48898 -0.67668 0.1 0.0 0.3 0.20
H -3.61383 1.22512 1.52895 0.0 0.0 0.1 0.25
H -4.12694 1.11536 -0.19086 0.0 0.2 0.2 0.22
H -5.04756 0.24059 0.99696 0.1 0.0 0.2 0.22
H -2.96263 -2.41715 -0.63712 0.0 0.1 -0.1 0.25
H -3.56331 -1.06214 -1.60746 -0.2 0.2 0.1 0.24
H -4.60570 -1.89750 -0.38760 -0.1 0.3 -0.2 0.22



26
Properties=species:S:1:pos:R:3:forces:R:3:nbo_charge:R:1 method="wB97M-V/def2-TZVPD" homo_lumo_gap_ev=9.8735 e_lumo_ev=0.79 relative_energy_kcal_mol=147.6
C 2.20533 0.07196 1.34333 1.5 -0.2 -2.7 -0.65
C 1.79051 -0.64346 -0.05208 0.8 -3.3 1.5 -0.40
C 0.23345 -0.70246 -0.31663 2.0 4.0 -4.4 -0.21
C -0.91380 -1.27102 0.49236 -1.4 5.3 -2.1 -0.44
C -0.79983 -0.87739 1.95263 3.7 -0.4 -0.3 -0.66
C -0.01120 0.92254 -0.65502 1.3 -2.1 1.6 0.08
O -0.41544 1.61065 0.57196 2.1 1.0 -1.9 -0.74
C -0.81125 1.29817 -1.83085 -2.5 0.9 -1.9 -0.27
N -2.23858 0.77004 -2.26555 5.0 -2.0 -3.0 -0.86
H 2.47716 1.22323 1.03093 -0.7 -2.9 1.7 0.22
H 1.29947 -0.13893 1.96415 1.9 1.0 -0.1 0.22
H 3.12992 -0.63250 1.64792 -1.9 2.5 -0.1 0.22
H 2.31315 -0.25087 -1.05594 -0.9 -1.1 2.5 0.22
H 2.18367 -1.78991 0.26047 -1.0 2.6 -1.7 0.19
H 0.20074 -1.16198 -1.40576 -0.3 0.6 2.0 0.20
H -0.75679 -2.21290 0.11960 -1.1 -3.2 0.5 0.23
H -1.76946 -0.67098 -0.11273 1.1 -2.1 1.5 0.19
H -0.27512 0.21227 2.09755 -2.2 -2.9 0.0 0.24
H -1.56561 -1.19807 2.62429 -0.7 0.3 0.3 0.23
H 0.06110 -1.60535 2.08244 -0.6 0.8 1.3 0.21
H 1.03630 1.24686 -1.03073 -1.6 0.2 1.5 0.19
H -1.19549 1.24295 0.93382 -1.3 -0.7 0.1 0.47
H -0.99183 2.42248 -1.70944 0.2 -1.4 -0.4 0.21
H -0.17716 1.16556 -2.67114 0.5 -0.1 -1.0 0.19
H -2.62020 1.22820 -1.56392 -4.3 1.3 3.8 0.35
H -2.38904 -0.25910 -2.45166 0.3 1.9 1.2 0.38



| no. | HOMO level (hartree) |
| --- | --- |
| 1 | -0.3333 |
| 2 | -0.1965 |
| 3 | -0.3337 |